41
Properties=species:S:1:pos:R:3:forces:R:3:lowdin_spin:R:1 method="wB97M-V/def2-TZVPD" lumo_energy_ev="-0.02 / -0.80" multiplicity=3 e_homo_ha="-0.3040 / -0.3263" max_force_ha_per_bohr=0.005
Pt 0.69719 -0.55152 0.34590 0.1 -0.1 0.2 1.37
O 2.45902 2.53770 3.05068 0.0 0.0 0.0 0.00
C 2.17571 1.64693 2.10733 0.0 0.1 0.0 0.00
O 1.06172 1.19740 1.95097 0.1 -0.1 0.0 0.02
C 3.40923 1.26240 1.31792 0.0 0.0 0.0 0.00
O 3.12710 0.53263 0.16029 0.0 0.0 0.0 0.05
C 2.93431 1.34774 -1.00505 0.1 0.1 0.0 0.00
C 1.56208 2.02593 -1.04962 0.1 0.0 -0.1 0.01
O 1.48093 3.20980 -1.33883 0.0 0.0 0.0 0.01
O 0.55949 1.26152 -0.80762 -0.2 0.0 -0.1 0.14
H 1.64844 2.72493 3.55183 0.0 0.0 0.0 0.00
H 4.01388 0.63605 1.97917 0.0 0.0 0.0 0.00
H 3.98007 2.17097 1.10445 0.0 0.0 0.0 0.00
H 3.01222 0.66900 -1.85451 0.0 0.0 0.0 0.00
H 3.71502 2.10705 -1.06675 0.0 0.0 0.0 0.00
N -2.13996 3.89772 -0.03461 0.0 0.0 0.0 0.00
C -3.22658 3.17066 0.33670 0.1 0.0 0.0 0.00
O -4.31427 3.65471 0.57752 0.0 0.0 0.0 0.00
C -2.98846 1.69226 0.43987 0.0 0.0 0.0 0.00
C -4.03171 0.79655 0.25446 0.0 0.0 0.0 0.00
C -3.75743 -0.56139 0.26065 0.0 0.0 0.0 0.00
C -2.44674 -0.97806 0.42024 0.0 0.0 0.0 0.01
N -1.45255 -0.11446 0.62472 -0.1 0.0 0.1 0.12
C -1.72366 1.19106 0.67138 -0.1 -0.1 -0.1 0.01
H -2.29088 4.87928 -0.19938 0.0 0.0 0.0 0.00
H -1.32841 3.47246 -0.46031 0.0 0.0 0.0 0.00
H -5.03224 1.17885 0.09963 0.0 0.0 0.0 0.00
H -4.53740 -1.29396 0.11106 0.0 0.0 0.0 0.00
H -2.16677 -2.02285 0.36711 0.0 0.0 0.0 0.00
H -0.88872 1.84241 0.86629 0.0 0.0 0.0 0.00
Cl 0.77122 -1.27071 -2.98569 0.0 0.0 0.0 0.01
C 0.68396 -2.62341 -1.90992 0.0 0.0 0.0 0.02
C 0.65950 -2.38270 -0.54015 0.0 0.1 -0.2 0.11
C 0.57247 -3.49413 0.28591 0.0 0.0 0.0 0.03
Cl 0.51068 -3.19019 2.00067 0.0 0.0 0.0 0.06
C 0.52142 -4.79735 -0.19145 0.0 0.0 0.0 0.00
Cl 0.41282 -6.12890 0.89050 0.0 0.0 0.0 0.01
C 0.55609 -5.00635 -1.56903 0.0 0.0 0.0 0.00
Cl 0.49384 -6.60553 -2.19655 0.0 0.0 0.0 0.00
C 0.63668 -3.91408 -2.43292 0.0 0.0 0.0 0.00
Cl 0.67070 -4.17042 -4.13286 0.0 0.0 0.0 0.00

***

38
Properties=species:S:1:pos:R:3:forces:R:3:lowdin_charge:R:1 method="wB97M-V/def2-TZVPD" lumo_energy_ev=-1.87 multiplicity=1 e_homo_ha=-0.3051 max_force_ha_per_bohr=0.116
N 2.49205 1.98999 -4.48473 -0.7 -1.1 0.3 0.08
C 1.65856 2.59414 -3.58495 0.1 3.1 -1.7 -0.84
S 1.36434 4.20778 -3.82150 -0.2 0.1 0.0 0.62
N 1.07254 2.00049 -2.49505 0.8 -2.8 0.2 -0.08
N 0.12612 2.54048 -1.71984 -1.7 0.4 3.4 0.16
C -0.17908 1.66702 -0.70294 -0.7 5.0 -2.2 -0.15
C -1.05930 2.06288 0.41614 -0.3 -0.5 0.2 -0.15
C -1.75228 1.08256 1.13283 -0.1 -0.8 -0.3 -0.02
C -2.51905 1.39025 2.24310 -0.4 0.4 0.7 0.01
C -2.63556 2.72252 2.69903 1.8 -0.2 -3.1 -0.14
N -3.41280 3.05385 3.85171 -0.2 0.9 -0.2 -0.37
O -3.66647 2.15104 4.60891 -0.4 -0.2 0.7 0.10
O -3.75115 4.22416 3.95820 -0.1 -0.5 0.4 0.08
C -2.01240 3.73960 1.91723 -0.1 -0.7 0.4 0.04
C -1.21082 3.38420 0.81627 -0.5 0.4 0.2 0.00
C 0.47560 0.50447 -0.94188 1.5 -5.3 2.2 -0.13
N 0.41175 -0.63968 -0.16254 0.6 1.3 -2.3 0.20
N 1.03392 -1.69127 -0.63123 -0.2 1.6 -0.6 0.05
C 0.95865 -2.93971 -0.04304 0.6 -1.6 0.5 -0.22
C 1.30302 -4.03282 -0.86217 -0.3 -0.1 1.4 -0.01
C 1.31946 -5.30118 -0.30916 -0.2 -0.7 0.8 -0.07
C 1.04025 -5.54633 1.05408 0.2 0.9 -0.5 -0.08
C 0.78859 -4.42896 1.86550 -0.2 -0.3 -1.3 -0.68
Cl 0.50279 -4.53230 3.54921 0.0 -0.4 0.5 0.71
C 0.70621 -3.15323 1.31128 0.0 -0.1 -0.2 -0.05
C 1.31090 0.70105 -2.09263 -0.2 -0.3 -1.0 -0.35
O 1.99860 -0.09157 -2.70530 0.9 -1.1 -0.1 0.07
H 2.57622 0.98044 -4.46553 0.0 0.1 0.0 0.08
H 2.54860 2.46191 -5.40218 0.0 -0.3 1.2 0.10
H -1.71841 0.03141 0.78823 0.0 0.8 0.4 0.11
H -3.06886 0.59085 2.74303 0.2 0.3 0.0 0.12
H -2.14694 4.79282 2.17870 0.1 -0.5 0.0 0.12
H -0.73236 4.13584 0.20044 0.0 0.2 0.2 0.12
H 1.56566 -1.63737 -1.51915 -0.4 0.4 0.4 0.15
H 1.56981 -3.90135 -1.87820 0.1 0.2 -0.9 0.10
H 1.55499 -6.18340 -0.90737 0.0 0.4 -0.1 0.11
H 1.04413 -6.57003 1.41356 0.0 0.3 0.2 0.11
H 0.44272 -2.36055 1.98194 0.0 0.5 0.0 0.10

***

37
Properties=species:S:1:pos:R:3:forces:R:3:lowdin_charge:R:1 method="wB97M-V/def2-TZVPD" total_charge=-1 lumo_energy_ev=0.32 multiplicity=1 e_homo_ha=-0.1315 max_force_ha_per_bohr=0.042
Cl 3.30260 2.39258 -3.06432 0.4 0.1 -0.1 0.75
C 1.64785 2.10613 -2.80845 -0.9 0.4 0.1 -0.59
C 0.76616 3.12154 -2.69733 0.9 -0.2 -0.4 -0.01
C -0.68495 2.92056 -2.57079 -1.3 0.6 0.1 -0.39
O -1.49187 3.85431 -2.54191 1.5 -1.6 -0.1 0.07
C -1.10365 1.47649 -2.47008 0.9 0.1 0.2 -0.59
Cl -2.78170 1.19557 -2.40568 -0.3 -0.1 0.2 0.75
C -0.19956 0.47809 -2.39003 -1.0 0.0 -0.4 -0.02
C 1.21910 0.66230 -2.73427 1.0 -0.8 0.1 -0.37
O 1.98482 -0.27241 -2.96268 -1.3 1.6 0.3 0.09
H 1.11554 4.14482 -2.80243 -0.1 -0.1 0.2 0.12
H -0.53273 -0.53571 -2.20620 0.1 0.0 -0.1 0.11
C -0.83405 -5.45505 -0.75300 -0.2 -0.1 -0.3 -0.09
C -0.02731 -4.45365 0.03512 -0.3 0.2 -0.2 -0.25
O -0.69285 -3.18018 -0.13016 0.5 -0.8 0.1 -0.05
C -0.03560 -2.16720 0.50717 0.6 1.5 0.4 -0.50
C -0.77883 -0.92035 0.44957 0.2 -0.9 -0.2 -0.05
C -0.48018 0.17635 1.25855 0.6 0.6 0.4 -0.23
C 0.82351 0.25979 1.85274 0.2 0.2 0.5 -0.03
C 1.21444 1.30254 2.65136 -0.4 0.0 0.0 -0.01
C 0.30549 2.34321 2.93172 -0.2 -0.1 -0.5 -0.20
N 0.76936 3.48192 3.64681 0.4 0.6 0.4 -0.36
O -0.02449 4.41094 3.91230 0.9 -1.0 -0.2 -0.01
O 1.98174 3.51398 3.96558 -1.5 0.2 -0.1 -0.01
C -1.00115 2.30226 2.38563 0.5 0.1 0.2 -0.03
C -1.38462 1.25955 1.57109 0.3 -0.3 -0.1 -0.05
O 1.05854 -2.37265 1.05588 -1.1 -0.4 -0.6 0.00
H -0.47702 -6.47276 -0.57151 0.0 0.1 0.0 0.07
H -1.89379 -5.40368 -0.47707 0.2 0.0 0.0 0.07
H -0.74994 -5.24071 -1.82568 -0.1 -0.1 0.2 0.07
H -0.00270 -4.72407 1.09901 0.1 0.2 -0.2 0.12
H 1.00246 -4.39536 -0.33731 -0.2 0.1 0.2 0.12
H -1.64999 -0.91600 -0.18368 -0.5 -0.1 0.2 0.08
H 1.50357 -0.56440 1.68690 -0.1 0.3 0.0 0.09
H 2.20882 1.33944 3.08937 -0.2 0.0 -0.2 0.11
H -1.67357 3.11735 2.64224 0.0 -0.2 -0.2 0.11
H -2.40347 1.21444 1.19152 0.1 0.1 0.0 0.10

***

41
Properties=species:S:1:pos:R:3:forces:R:3:lowdin_charge:R:1 method="wB97M-V/def2-TZVPD" total_charge=+2 lumo_energy_ev="-7.32 / -9.38" multiplicity=1 relative_energy_kcal_mol=38.2 e_homo_ha="-0.5481 / -0.5024" max_force_ha_per_bohr=0.052
Sn 0.15676 0.28557 -0.23291 0.6 -0.9 -0.2 1.23
O 2.49545 -3.67497 -1.37441 0.0 -1.2 0.2 0.22
C 1.69513 -4.57272 -0.86594 0.3 0.8 -0.3 -0.17
C 2.15125 -5.91023 -0.81464 0.3 -0.5 0.0 0.07
C 1.33870 -6.87768 -0.30964 0.1 -0.1 0.0 0.01
C 0.03627 -6.55912 0.15193 0.4 -0.5 0.0 0.05
C -0.43311 -5.25782 0.09091 0.1 1.1 -0.2 0.04
C 0.37760 -4.24224 -0.39210 -0.3 -0.6 0.3 -0.01
C -0.07314 -2.85329 -0.44152 -0.6 1.7 0.0 -0.39
O 0.76641 -1.89497 -0.68643 0.1 -0.8 -0.2 -0.24
N -1.34930 -2.62251 -0.24007 -0.7 -1.5 -0.1 0.10
N -1.65746 -1.33282 -0.36254 2.0 1.7 0.5 -0.09
C -2.78836 -0.83640 -0.61617 -0.6 -0.4 -0.1 -0.02
C -2.87372 0.61250 -0.80990 -0.2 0.3 -0.1 -0.25
C -4.06555 1.18488 -1.20697 -0.1 -0.1 0.0 0.03
C -4.10885 2.54759 -1.46866 0.0 0.2 0.0 0.01
C -2.95572 3.29707 -1.32371 -0.1 0.0 0.0 0.00
C -1.79696 2.65838 -0.91788 -0.1 -0.1 -0.2 -0.16
N -1.74581 1.34781 -0.66227 -1.5 0.3 -0.3 -0.11
H 2.09485 -2.78071 -1.32785 -0.4 0.6 0.2 0.09
H 3.15121 -6.12398 -1.16772 0.0 0.0 0.0 0.15
H 1.69542 -7.89807 -0.24771 -0.1 0.0 0.0 0.14
H -0.59016 -7.33824 0.56567 0.0 0.0 0.0 0.14
H -1.42767 -5.00379 0.43068 0.0 0.0 0.0 0.13
H -3.67405 -1.44971 -0.76434 0.0 0.0 0.0 0.15
H -4.95055 0.57118 -1.32113 0.1 0.0 0.0 0.14
H -5.03196 3.01476 -1.78588 0.0 0.0 0.0 0.14
H -2.94423 4.35847 -1.52552 0.0 0.0 0.0 0.13
H -0.87697 3.20885 -0.79401 -0.1 0.0 -0.2 0.00
I -0.47280 0.49836 2.82225 -0.1 0.0 0.0 0.93
C 0.49637 2.39995 3.03854 0.0 0.0 -0.3 -1.02
I 0.85652 3.37148 1.18130 0.4 0.2 0.7 0.96
H 1.44235 2.22668 3.53261 0.1 -0.1 0.0 -0.02
H -0.16014 3.02476 3.62983 -0.1 0.0 0.0 -0.02
F 3.15859 -0.67151 -1.19333 0.1 -0.9 -1.0 0.14
C 2.81692 0.06650 -0.17258 0.4 -0.5 1.2 -0.49
F 3.33597 1.25062 -0.31439 0.2 1.3 0.0 0.13
C 3.26303 -0.55941 1.16630 -0.6 0.5 -0.4 -0.61
F 4.56779 -0.67237 1.23102 0.4 -0.1 0.1 0.23
F 2.83008 0.24365 2.15265 0.1 0.0 0.1 0.10
F 2.69744 -1.75159 1.33210 0.0 -0.3 0.1 0.16

***

45
Properties=species:S:1:pos:R:3:forces:R:3:lowdin_spin:R:1 method="wB97M-V/def2-TZVPD" total_charge=-2 lumo_energy_ev="4.10 / 2.77" multiplicity=3 relative_energy_kcal_mol=30.6 e_homo_ha="-0.0418 / -0.1112" max_force_ha_per_bohr=0.021
W -0.24376 -0.53842 -0.31493 -0.1 0.5 -0.9 0.03
C -1.06077 0.55915 -4.61073 0.0 0.0 0.0 0.00
C -0.21348 1.58351 -3.91841 0.1 0.1 0.0 0.01
N 0.02443 2.73636 -4.54578 0.0 0.0 0.0 0.11
C 0.79705 3.63019 -3.91134 0.0 0.0 0.0 -0.02
C 1.31869 3.47236 -2.64942 0.0 0.0 0.0 0.07
C 2.17728 4.53689 -2.04504 0.0 0.0 0.0 0.01
O 3.56524 4.17178 -1.96597 0.0 0.0 0.0 0.01
C 1.02384 2.27268 -1.93694 0.0 0.0 0.0 0.04
C 1.43567 2.07882 -0.60397 0.0 0.0 0.0 0.29
N 0.99133 1.13407 0.27261 0.3 0.0 0.2 0.17
C 1.44328 1.27780 1.60314 0.0 0.0 0.0 0.01
C 1.77703 2.56280 2.07503 0.0 0.0 0.1 0.03
C 2.31606 2.79484 3.32554 0.0 0.0 0.0 0.00
C 2.52651 1.74299 4.19897 0.0 0.0 0.0 0.03
C 2.12542 0.47839 3.80022 0.0 0.0 0.1 0.00
C 1.58021 0.23133 2.54712 0.1 0.2 0.0 0.02
I 0.88713 -1.73168 2.32345 0.1 -0.3 0.1 0.01
C 0.30135 1.29812 -2.64992 0.0 -0.1 0.0 0.10
O 0.17438 0.06238 -2.17968 -0.1 -0.3 0.4 0.02
H -1.18253 0.84039 -5.65575 0.0 0.0 0.0 0.00
H -2.04317 0.50144 -4.13482 0.0 0.0 0.0 0.00
H -0.61828 -0.43508 -4.53868 0.0 0.0 0.0 0.00
H 1.00298 4.55184 -4.45130 0.0 0.0 0.0 0.00
H 1.81284 4.80111 -1.04433 0.0 0.0 0.0 0.00
H 2.14185 5.43656 -2.66042 0.0 0.0 0.0 0.00
H 3.59598 3.23450 -1.74507 0.0 0.0 0.0 0.00
H 2.15426 2.78275 -0.21245 0.0 0.0 0.0 0.02
H 1.55379 3.41764 1.45371 0.0 0.0 0.0 0.00
H 2.54558 3.81228 3.61934 0.0 0.0 0.0 0.00
H 2.94574 1.89925 5.18476 0.0 0.0 0.0 0.00
H 2.22142 -0.34602 4.49618 0.0 0.0 0.0 0.00
O -2.02112 1.93975 2.53332 0.0 0.0 0.0 0.00
C -1.70855 1.34558 1.52926 -0.1 0.1 0.2 0.00
O -1.04482 0.22250 1.50470 0.1 -0.2 -0.4 0.01
C -2.08003 1.80903 0.11374 0.0 0.0 -0.2 0.00
O -2.74469 2.79133 -0.11232 0.0 0.0 0.0 0.00
O -1.61074 0.98908 -0.78405 0.2 0.0 0.2 0.00
S -3.01078 -5.59563 -0.72862 0.0 0.0 0.0 0.32
Sb -1.26701 -4.37024 0.06021 -0.1 0.1 0.2 0.29
S -2.26735 -1.97123 0.31651 0.5 -0.6 0.0 0.07
S -2.01880 -1.68563 -1.67009 0.0 0.3 -0.3 0.01
S -0.50552 -4.85349 2.14276 0.1 -0.1 0.2 0.27
O 1.61849 -1.19844 -0.49143 -0.6 0.1 0.1 0.02
O 0.68089 -2.20292 -0.85981 -0.3 0.3 0.4 0.04

***

40
Properties=species:S:1:pos:R:3:forces:R:3:lowdin_charge:R:1 method="wB97M-V/def2-TZVPD" total_charge=-3 lumo_energy_ev=4.94 multiplicity=1 e_homo_ha=0.0367 max_force_ha_per_bohr=0.118
K -13.91773 15.90730 29.75530 -0.1 -0.4 -0.7 0.83
C -10.00522 12.88087 28.16311 -0.3 -4.6 -3.2 -0.04
C -11.11701 13.64759 28.20067 1.3 1.7 0.9 -0.44
C -12.42871 13.16748 27.53800 -3.8 -0.6 1.3 -0.35
O -13.58394 13.69313 27.82494 2.7 0.9 0.0 -0.15
C -12.54599 11.95433 26.82810 3.1 -1.2 -0.5 -0.04
C -11.42379 11.01760 26.69606 -1.4 3.9 0.6 -0.41
C -10.09017 11.55594 27.42446 -1.6 1.8 1.3 -0.37
O -9.19595 10.76146 27.46952 2.5 -1.7 -0.2 -0.02
O -11.44592 9.97240 26.07284 0.4 -1.2 -0.2 -0.05
O -10.92050 14.73875 28.84177 -2.3 1.2 0.0 -0.16
H -9.00799 13.16765 28.46259 -0.2 0.2 0.3 0.08
H -13.46938 11.68109 26.33914 -0.3 0.2 0.2 0.08
C -17.52160 19.22490 29.76420 4.3 -1.5 1.5 -0.07
C -18.77912 19.27103 29.34750 -3.6 4.8 0.2 -0.40
C -19.33202 18.17420 28.51912 -4.5 -1.1 -1.5 -0.42
O -20.51948 18.10597 28.03610 0.2 2.1 0.7 -0.11
C -18.65330 17.03506 28.30435 4.7 -2.2 1.0 -0.05
C -17.33312 16.86602 28.82732 1.2 0.3 -0.4 -0.34
C -16.65305 18.12370 29.57916 -1.5 -0.4 -0.2 -0.36
O -15.48974 18.06882 30.02543 0.1 -0.4 -0.2 -0.14
O -16.60460 15.85313 28.69097 -0.4 0.5 0.4 -0.10
O -19.44514 20.37045 29.63387 0.2 -2.7 -0.9 -0.14
H -17.14829 19.93219 30.48999 -0.1 0.6 -0.2 0.10
H -19.00660 16.17097 27.76127 -0.5 0.2 -0.1 0.10
C -8.54845 18.90507 30.74975 0.2 1.3 0.7 -0.22
C -9.24151 20.04802 31.58397 -1.6 -1.7 -0.2 -0.24
C -10.76256 19.75084 31.41375 1.7 0.0 0.6 -0.19
S -10.81196 17.89081 31.88173 0.6 2.8 0.9 0.73
O -12.06536 17.39948 31.41612 -0.1 -0.9 -0.5 -0.35
O -10.52202 17.76165 33.32170 0.2 0.1 -1.8 -0.35
C -9.29696 17.56667 30.83343 -0.8 -0.5 0.5 -0.18
H -7.57464 18.96446 31.23582 0.4 -1.0 -0.6 0.10
H -8.46413 19.22043 29.70978 0.1 -0.1 0.0 0.11
H -8.91143 21.05280 31.32022 -0.1 -0.1 -0.2 0.10
H -9.02123 19.85872 32.63456 0.2 0.2 0.1 0.09
H -10.99131 19.94120 30.36516 -0.5 -0.6 0.0 0.10
H -11.36978 20.39635 32.04832 -0.3 -0.6 0.1 0.09
H -9.72236 17.16772 29.91258 -0.1 0.5 -0.4 0.10
H -8.73576 16.69540 31.17110 0.0 0.3 0.6 0.11